[1]
33
Properties=species:S:1:pos:R:3 method="wB97M-V/def2-TZVPD" total_charge=-1 multiplicity=7 lumo_ev="2.740 / 2.739" gap_ha="0.186 / 0.188" mol_weight_g_mol=373.27 e_tot_ev=-37650.649 e_homo_ev="-2.312 / -2.374"
H -2.18 -1.16 -1.95
H -1.65 1.71 -1.81
C 0.23 -0.11 2.46
C -1.29 -1.61 -1.52
C -1.07 0.64 7.11
C -1.10 0.57 5.73
N 1.36 1.60 -0.62
C -0.96 2.14 -1.09
C 1.13 -0.54 7.11
H 2.01 -2.06 -1.14
C 0.80 2.54 -2.73
C 0.05 0.09 7.77
H -1.91 1.12 7.62
H -1.35 2.33 -0.11
H 2.33 1.65 -0.99
C 0.93 -2.06 -1.08
H 0.33 -0.94 -2.92
C 1.09 -0.60 5.73
H 0.08 0.14 8.85
C -1.22 -2.29 -0.27
H -1.91 0.96 5.09
C 0.16 -2.56 0.00
C 0.44 2.15 -1.44
C 0.04 -1.47 -2.02
H -0.01 2.88 -3.36
H 0.55 -2.98 0.93
C -0.03 -0.05 5.07
C -0.05 -0.05 3.69
H 1.99 -0.97 7.63
H 1.87 -1.06 5.10
Eu -0.20 0.06 0.21
H -2.05 -2.46 0.41
H 1.84 2.57 -3.04

***

[2]
38
Properties=species:S:1:pos:R:3 method="wB97M-V/def2-TZVPD" smiles="O=[N+]([O-])c1ccccc1.O=[N+]([O-])c1ccccc1.c1cc[nH]c1" total_charge=0 lumo_ev=-0.750 gap_ha=0.285 mol_weight_g_mol=313.31 e_tot_ev=-29489.513 e_homo_ev=-8.504
H -5.12 1.69 0.68
C -0.87 2.94 0.75
H -1.65 -0.57 1.37
H 0.50 -1.92 1.25
C -2.44 -0.17 0.75
H 2.96 -1.69 1.95
C 2.05 -2.88 -1.57
C -4.16 0.24 -0.68
N -3.21 0.86 1.23
H 4.22 -2.89 -1.86
C 1.00 -2.54 -0.74
H -3.09 1.37 2.09
H 2.44 2.13 -1.06
C -4.28 1.07 0.42
C 3.66 -2.21 0.06
H -1.80 3.13 1.26
N 0.00 1.77 2.80
H -4.90 0.10 -1.45
C 3.37 -2.67 -1.22
C -3.01 -0.56 -0.43
C 1.27 1.85 0.72
H 2.06 1.37 1.28
N 1.73 -3.42 -2.89
C 1.47 2.24 -0.61
C -0.72 3.25 -0.59
H 4.64 -2.07 0.48
C 1.31 -2.14 0.56
O -0.99 2.15 3.40
O 0.83 1.01 3.24
H 0.59 3.05 -2.33
O 2.69 -3.73 -3.59
H -1.56 3.69 -1.11
H -2.73 -1.39 -1.05
H -0.04 -2.68 -1.00
C 0.45 2.92 -1.27
O 0.59 -3.58 -3.25
C 0.14 2.26 1.41
C 2.62 -1.99 0.97

***

[3]
38
Properties=species:S:1:pos:R:3 method="wB97M-V/def2-TZVPD" total_charge=0 lumo_ev=0.160 gap_ha=0.252 mol_weight_g_mol=612.13 e_tot_ev=-36827.986 e_homo_ev=-6.707
H -1.08 -4.20 -3.56
C 1.99 -3.18 -2.47
H -3.30 0.08 -0.89
H -2.50 3.11 0.54
C 1.89 1.25 4.57
C 2.67 0.88 3.47
C 0.57 1.62 4.42
C 1.01 -3.98 -3.06
H 3.01 -3.54 -2.45
H 2.45 -1.32 -1.49
H 1.29 -4.93 -3.48
H -2.70 -1.93 -2.74
C 2.17 0.87 2.19
C 1.69 -1.95 -1.93
H -1.99 2.20 3.14
C 0.37 -1.52 -1.99
N -1.19 1.89 2.62
C 0.05 1.60 3.14
H 2.34 1.26 5.55
C -1.47 -0.46 -1.80
N -1.79 -1.64 -2.43
N -2.07 1.80 -1.01
H -3.15 1.47 0.79
Pb 1.21 2.14 -1.64
H 3.70 0.59 3.64
N -0.21 -0.36 -1.54
C -1.10 1.72 1.26
C -2.55 0.55 -1.55
H 2.76 0.59 1.34
C -0.31 -3.58 -3.11
N 0.08 1.35 0.88
C -0.62 -2.35 -2.56
C -2.28 2.04 0.40
H -3.05 0.73 -2.52
H -0.04 1.91 5.27
H -2.40 2.58 -1.56
Te 3.68 1.44 -1.43
C 0.84 1.25 2.02

***

[4]
39
Properties=species:S:1:pos:R:3 method="wB97M-V/def2-TZVPD" smiles="Nc1nn(-c2ccncc2)cc1NC(=O)N1Cc2ccncc2C1" total_charge=0 lumo_ev=0.441 gap_ha=0.314 mol_weight_g_mol=321.34 e_tot_ev=-29313.176 e_homo_ev=-8.092
N -1.13 2.83 3.21
H -3.63 -3.99 -0.06
C -4.33 -0.40 0.95
N -2.03 -0.02 1.61
H -1.96 3.37 3.40
C 1.92 0.98 -3.55
C -1.14 1.67 2.50
H 1.64 1.67 3.02
C -3.02 -0.85 1.10
C -3.83 -2.98 0.28
H 4.46 -1.81 -2.88
H 1.15 1.70 -3.85
H -1.83 -2.67 0.74
C -5.32 -1.25 0.48
H -0.19 -1.13 1.10
H -6.32 -0.89 0.40
C 2.34 0.59 1.45
H -4.62 0.62 1.16
N -5.09 -2.54 0.22
C 3.33 -0.62 -0.51
C 3.75 -1.01 -3.05
C 1.51 0.97 -0.92
N 1.31 1.23 2.13
C -2.78 -2.17 0.71
H 4.31 -0.32 -0.20
N 3.54 -0.65 -4.32
C 2.62 0.29 -4.58
C -0.65 -0.25 1.52
H 3.18 -1.70 -0.27
O 3.38 0.42 2.08
H -0.23 3.24 3.39
H 1.51 2.03 -0.74
N 2.29 0.24 0.09
H 0.50 0.62 -0.92
C 2.17 0.60 -2.22
N -2.31 1.20 2.17
C -0.05 0.87 2.02
H 2.45 0.47 -5.66
C 3.12 -0.35 -2.00

***

[5]
36
Properties=species:S:1:pos:R:3 method="wB97M-V/def2-TZVPD" smiles="O=C(O)CSCC(=O)N(c1ccccc1)c1ccccc1" total_charge=0 lumo_ev=0.685 gap_ha=0.335 mol_weight_g_mol=301.37 e_tot_ev=-35304.164 e_homo_ev=-8.439
H 1.59 3.60 -1.80
H -0.44 0.10 -2.18
C 1.06 -2.54 3.12
C 0.92 1.82 -0.83
C 3.44 0.80 -1.40
S -2.40 1.28 -1.49
C 1.52 0.08 2.35
C 2.51 0.02 -0.73
H 4.42 0.40 -1.62
C -4.54 -0.24 -2.09
H 2.15 -2.04 4.90
C -1.29 -0.18 -1.57
C 2.00 -0.38 3.56
H 3.83 2.69 -2.32
H 0.03 -2.75 1.26
H -3.62 -0.26 -0.13
N 0.33 -0.28 0.27
H 2.55 0.29 4.20
H -5.97 -0.02 -3.33
C 1.25 0.53 -0.45
C 1.85 2.60 -1.51
O -1.73 -1.17 0.55
O -4.10 -1.23 -2.62
C 0.80 -0.77 1.52
H 2.77 -0.98 -0.42
H -4.58 1.23 -0.52
H 0.88 -3.56 3.42
C -3.92 0.45 -0.90
C 3.11 2.09 -1.80
H -1.87 -0.98 -2.04
H -0.05 2.23 -0.60
C -0.93 -0.59 -0.16
H 1.69 1.10 2.05
O -5.61 0.41 -2.53
C 1.77 -1.69 3.95
C 0.58 -2.09 1.90

***

[6]
36
Properties=species:S:1:pos:R:3 method="wB97M-V/def2-TZVPD" smiles="O=C(O)/C=C/C(=O)N(Cc1ccccc1)Cc1ccco1" total_charge=0 lumo_ev=0.335 gap_ha=0.339 mol_weight_g_mol=285.30 e_tot_ev=-26515.100 e_homo_ev=-8.890
H 2.12 -2.48 -0.72
N 0.01 -0.39 -0.54
H -3.33 -0.37 -1.22
C -0.95 3.75 -0.44
C 4.38 0.26 0.76
C 3.87 -2.06 0.44
H 0.67 0.59 1.15
O -0.55 -2.04 -1.98
C 3.26 0.60 0.03
O -0.15 2.70 -0.18
C -2.24 3.45 -0.13
C -4.43 -1.44 0.30
H -5.10 -2.56 1.67
C 4.69 -1.07 0.97
H -3.10 4.09 -0.23
H 5.01 1.03 1.18
C -0.93 1.71 0.30
C 2.76 -1.72 -0.30
O -4.26 -2.39 1.23
H 5.56 -1.34 1.55
H 1.18 1.05 -1.51
H -3.07 1.55 0.69
C -0.79 -1.38 -0.99
H 3.02 1.65 -0.14
C 1.20 -0.02 -1.29
H -0.49 4.63 -0.83
H 4.11 -3.10 0.60
H -1.92 -2.41 0.59
C 2.44 -0.38 -0.51
C -0.28 0.40 0.64
C -3.20 -1.11 -0.44
H 1.16 -0.59 -2.23
H -0.94 -0.16 1.30
O -5.49 -0.90 0.12
C -2.23 2.12 0.35
C -2.01 -1.65 -0.18

***

[7]
40
Properties=species:S:1:pos:R:3 method="wB97M-V/def2-TZVPD" total_charge=-1 lumo_ev="2.128 / 2.125" gap_ha="0.256 / 0.256" mol_weight_g_mol=468.34 e_tot_ev=-53243.586 e_homo_ev="-4.842 / -4.845"
H -3.59 2.92 -2.25
C -1.48 -2.59 -4.20
C -0.98 -1.88 -3.13
H -1.82 3.01 -2.42
H -3.46 -0.28 -0.23
O -0.33 1.55 1.07
C 0.15 -2.95 0.09
H 2.17 -1.03 4.56
Rh -0.07 -0.12 -0.03
O 1.67 2.92 1.47
C -1.63 -3.98 -4.14
O 1.53 1.14 -0.23
O 0.34 3.29 -0.54
C 1.25 -0.60 2.68
C -0.63 -2.59 -1.99
C 1.67 -2.84 3.52
H -4.58 0.96 -0.83
H -3.80 -0.16 -1.97
C -0.76 -3.98 -1.94
C 0.70 -1.12 1.51
H -0.89 -0.80 -3.12
C -2.47 1.37 -1.20
H -2.38 1.97 -0.28
C 1.73 -1.45 3.66
H -1.38 -5.77 -2.98
C 1.14 -3.38 2.37
N -0.11 -2.05 -0.82
H -1.77 -2.06 -5.10
C 0.67 -2.51 1.38
C -3.65 0.42 -1.05
H 2.05 -3.49 4.30
O -1.30 0.65 -1.42
H 1.10 -4.46 2.23
C -1.27 -4.69 -3.02
S 0.83 2.36 0.44
H 1.31 0.48 2.81
H -2.74 1.77 -3.30
H -2.05 -4.51 -5.00
S -0.23 -4.57 -0.39
C -2.67 2.33 -2.37